Below is a 11-piece molecular cluster, C44H121N11O11 overall at a distorted geometry, with properties calculated with wB97M-V/def2-TZVPD.

Geometry as ORCA input:
```
! wB97M-V def2-TZVPD RIJCOSX def2/J DEFGRID3
* xyz 0 1
C -6.031 8.404 1.269
O -5.587 7.145 1.828
C -4.963 6.339 0.796
C -4.098 5.291 1.487
C -4.874 4.547 2.602
N -2.958 5.869 2.202
H -6.923 8.156 0.693
H -5.308 8.921 0.638
H -6.368 9.079 2.056
H -5.773 5.858 0.247
H -4.365 7.004 0.173
H -3.783 4.553 0.750
H -5.072 5.220 3.436
H -4.231 3.754 2.985
H -5.801 4.050 2.315
H -2.361 6.382 1.569
H -3.336 6.713 2.607
C -4.913 5.412 -3.220
O -3.583 5.068 -3.484
C -2.845 4.865 -2.256
C -1.500 4.267 -2.619
C -1.485 2.965 -3.354
N -0.579 4.237 -1.517
H -5.008 6.241 -2.519
H -5.553 4.593 -2.895
H -5.304 5.755 -4.178
H -2.682 5.829 -1.774
H -3.343 4.182 -1.568
H -1.035 5.059 -3.207
H -2.107 2.215 -2.865
H -0.491 2.519 -3.394
H -1.864 3.025 -4.374
H 0.256 3.809 -1.891
H -0.953 3.517 -0.915
C 2.561 -2.070 -6.480
O 2.611 -1.479 -5.228
C 1.490 -1.734 -4.366
C 0.046 -1.516 -4.981
C -0.209 -0.086 -5.493
N -0.968 -1.667 -3.894
H 2.277 -3.109 -6.317
H 3.564 -2.023 -6.905
H 1.850 -1.681 -7.209
H 1.554 -2.724 -3.916
H 1.649 -1.010 -3.567
H -0.224 -2.303 -5.686
H -1.177 -0.055 -5.992
H 0.493 0.292 -6.237
H -0.279 0.664 -4.705
H -1.017 -2.619 -3.562
H -0.663 -1.153 -3.080
C -2.324 3.338 4.900
O -1.595 2.151 5.250
C -0.218 2.288 5.269
C 0.549 1.216 6.125
C 0.610 -0.140 5.496
N -0.217 1.022 7.331
H -2.055 4.174 5.546
H -3.385 3.106 4.989
H -2.195 3.563 3.841
H 0.176 2.298 4.252
H -0.001 3.259 5.714
H 1.569 1.429 6.443
H 1.369 -0.141 4.713
H -0.309 -0.382 4.962
H 0.787 -1.036 6.091
H -0.246 1.941 7.751
H -1.176 0.773 7.132
C -0.611 -5.154 -3.146
O -1.688 -4.280 -2.741
C -2.071 -4.491 -1.397
C -3.438 -3.780 -1.136
C -3.516 -2.246 -0.980
N -4.002 -4.252 0.094
H -0.585 -5.155 -4.236
H -0.877 -6.184 -2.905
H 0.358 -4.938 -2.697
H -2.120 -5.579 -1.349
H -1.262 -4.119 -0.769
H -4.111 -4.119 -1.924
H -2.919 -1.773 -1.759
H -3.134 -1.792 -0.066
H -4.550 -1.932 -1.123
H -4.985 -4.038 -0.001
H -3.986 -5.259 0.026
C 4.419 7.162 3.407
O 4.459 5.748 3.294
C 4.312 5.207 1.991
C 2.921 5.479 1.363
C 1.760 5.072 2.213
N 2.811 4.894 0.086
H 3.388 7.502 3.500
H 4.927 7.694 2.602
H 4.935 7.530 4.294
H 5.050 5.569 1.275
H 4.414 4.127 2.097
H 2.788 6.544 1.178
H 1.677 4.008 2.436
H 0.828 5.366 1.731
H 1.688 5.634 3.144
H 1.870 5.005 -0.263
H 3.520 5.306 -0.504
C 5.713 -0.054 -1.405
O 4.338 0.532 -1.309
C 4.316 1.828 -1.912
C 2.852 2.212 -2.383
C 2.776 3.393 -3.383
N 2.068 2.475 -1.218
H 6.521 0.585 -1.048
H 5.969 -0.368 -2.417
H 5.691 -0.934 -0.762
H 4.686 2.575 -1.210
H 4.928 1.858 -2.815
H 2.421 1.335 -2.867
H 3.161 4.361 -3.062
H 1.783 3.594 -3.784
H 3.331 3.305 -4.317
H 2.227 1.712 -0.575
H 2.436 3.295 -0.757
C 1.608 -6.029 0.008
O 2.129 -6.568 -1.213
C 1.760 -7.973 -1.454
C 2.026 -8.884 -0.308
C 3.525 -8.993 -0.019
N 1.574 -10.255 -0.607
H 2.303 -6.242 0.820
H 0.631 -6.448 0.250
H 1.518 -4.943 0.037
H 0.755 -8.057 -1.866
H 2.438 -8.146 -2.290
H 1.539 -8.591 0.623
H 3.798 -8.147 0.612
H 4.181 -8.876 -0.882
H 3.718 -9.959 0.449
H 2.063 -10.890 0.008
H 1.943 -10.454 -1.526
C 4.007 -3.156 -2.408
O 5.191 -3.686 -1.869
C 5.010 -4.383 -0.640
C 6.405 -4.957 -0.269
C 6.838 -6.265 -0.941
N 6.455 -5.184 1.189
H 3.302 -3.978 -2.534
H 4.208 -2.837 -3.431
H 3.556 -2.336 -1.850
H 4.635 -3.636 0.060
H 4.314 -5.222 -0.648
H 7.180 -4.209 -0.434
H 6.877 -6.044 -2.008
H 6.115 -7.066 -0.782
H 7.784 -6.644 -0.554
H 7.355 -5.581 1.417
H 6.374 -4.318 1.703
C -1.163 2.325 1.450
O -1.302 1.194 0.634
C -0.121 0.411 0.666
C -0.074 -0.622 -0.447
C 1.051 -1.640 -0.318
N -0.072 0.182 -1.709
H -2.078 2.917 1.486
H -0.310 2.923 1.128
H -0.962 2.148 2.506
H 0.789 0.995 0.807
H -0.258 -0.217 1.546
H -1.004 -1.181 -0.551
H 1.165 -2.271 -1.199
H 0.858 -2.252 0.563
H 1.982 -1.092 -0.168
H -0.903 0.735 -1.557
H 0.708 0.814 -1.599
C -3.909 0.236 2.924
O -4.381 -1.000 3.399
C -5.548 -1.457 2.700
C -5.957 -2.877 3.194
C -6.336 -2.958 4.697
N -4.947 -3.939 3.016
H -3.042 0.589 3.481
H -4.609 1.065 2.820
H -3.480 0.001 1.950
H -6.283 -0.652 2.727
H -5.341 -1.606 1.641
H -6.875 -3.046 2.631
H -7.259 -2.398 4.849
H -5.622 -2.610 5.444
H -6.521 -3.999 4.962
H -4.070 -3.546 3.328
H -4.802 -4.109 2.031
*
```

As for the max |F|: 3.01 eV/A. The HOMO energy comes out at -8.3 eV. The relative energy (zero: lowest compared OMol25 entry of this formula, charge and spin) is 95.2 kcal per mole. Its SMILES is COC[C@H](C)N.COC[C@H](C)N.COC[C@H](C)N.COC[C@H](C)N.COC[C@H](C)N.COC[C@H](C)N.COC[C@H](C)N.COC[C@H](C)N.COC[C@H](C)N.COC[C@H](C)N.COC[C@H](C)N.

Here are the Löwdin charges for atoms 1 to 4, given in e: -0.089 -0.209 -0.195 -0.414